[1]
{"formula": "C15H20FNO", "method": "wB97M-V/def2-TZVPD", "symbols": ["O", "C", "N", "C", "C", "C", "C", "C", "C", "C", "C", "C", "C", "C", "C", "F", "C", "C", "H", "H", "H", "H", "H", "H", "H", "H", "H", "H", "H", "H", "H", "H", "H", "H", "H", "H", "H", "H"], "xyz": [[-0.78375, 0.51454, -1.43455], [-1.18153, -0.46242, -0.83068], [-0.49137, -1.12316, 0.12608], [0.82052, -0.77419, 0.67392], [0.69241, 0.35263, 1.71326], [0.65321, 1.76994, 1.13044], [1.84782, 2.63185, 1.54277], [3.22774, 1.98243, 1.40835], [3.52960, 1.33833, 0.05152], [3.23049, -0.16361, -0.05294], [1.80577, -0.53090, -0.47506], [-2.53338, -1.04730, -1.11309], [-2.78733, -2.41473, -1.06988], [-4.04731, -2.90162, -1.36703], [-5.04700, -2.00548, -1.70150], [-6.27832, -2.47850, -1.98064], [-4.81849, -0.64245, -1.76621], [-3.55189, -0.17198, -1.47849], [-0.99796, -1.82757, 0.63775], [1.15144, -1.67307, 1.21238], [1.52327, 0.26685, 2.41182], [-0.21821, 0.15719, 2.28631], [0.59335, 1.71979, 0.04680], [-0.25319, 2.27891, 1.46538], [1.82864, 3.54167, 0.93836], [1.72690, 2.93458, 2.58707], [3.37369, 1.23893, 2.19455], [3.96367, 2.76999, 1.59122], [2.99706, 1.87212, -0.73631], [4.59786, 1.46539, -0.14146], [3.48026, -0.65560, 0.88985], [3.90263, -0.57191, -0.81135], [1.41368, 0.23457, -1.14079], [1.83708, -1.46095, -1.04971], [-1.99667, -3.11245, -0.83476], [-4.26088, -3.95874, -1.34696], [-5.61980, 0.02423, -2.04249], [-3.33004, 0.88268, -1.53390]], "forces_ev_per_angstrom": [[-0.018, 0.339, -0.103], [-0.204, -0.304, 0.029], [0.039, -0.369, 0.251], [0.092, 0.185, -0.037], [-0.034, -0.055, -0.135], [0.101, 0.099, 0.117], [0.013, -0.110, 0.058], [-0.089, 0.220, -0.137], [0.188, -0.128, 0.296], [-0.147, 0.090, -0.232], [0.120, -0.141, 0.148], [-0.123, 0.006, -0.145], [-0.016, 0.206, 0.010], [-0.273, 0.000, -0.047], [0.145, -0.011, 0.035], [0.113, 0.051, 0.017], [-0.117, -0.163, -0.011], [0.139, -0.106, 0.046], [-0.037, 0.109, -0.081], [-0.044, 0.102, -0.109], [0.046, -0.044, 0.107], [0.099, -0.049, 0.051], [-0.069, 0.036, -0.041], [-0.024, -0.005, -0.116], [0.015, 0.081, 0.049], [-0.017, 0.095, 0.002], [0.066, -0.009, 0.053], [0.014, -0.055, 0.080], [0.011, 0.054, -0.144], [-0.037, 0.045, -0.060], [0.132, -0.061, 0.063], [0.007, -0.058, 0.071], [0.018, -0.072, -0.018], [-0.058, 0.030, -0.023], [0.069, -0.051, 0.017], [-0.044, -0.091, -0.016], [-0.095, 0.048, -0.022], [0.021, 0.088, -0.023]], "e_lumo_ev": 0.668, "smiles": "O=C(NC1CCCCCCC1)c1ccc(F)cc1", "homo_energy_ha": -0.34433}

=====

[2]
{"formula": "C15H20FNO4", "method": "wB97M-V/def2-TZVPD", "symbols": ["C", "C", "C", "N", "C", "C", "O", "C", "C", "O", "C", "O", "C", "O", "C", "C", "C", "C", "F", "C", "C", "H", "H", "H", "H", "H", "H", "H", "H", "H", "H", "H", "H", "H", "H", "H", "H", "H", "H", "H", "H"], "xyz": [[0.20920, 1.69032, -2.06719], [-0.61864, 0.95582, -1.02381], [-1.45214, -0.17903, -1.63855], [-2.08758, -0.96603, -0.60217], [-3.31192, -0.37162, -0.09220], [-3.80078, -1.19129, 1.10059], [-4.01989, -2.53876, 0.75169], [-2.84379, -3.10928, 0.23410], [-2.34167, -2.34196, -0.98973], [0.28139, 0.36571, -0.08005], [-0.04796, 0.39190, 1.19850], [-0.99515, 0.95938, 1.67814], [0.95924, -0.39099, 2.04445], [2.15750, -0.69851, 1.38380], [2.95075, 0.32369, 0.95411], [2.72253, 1.67247, 1.20721], [3.60163, 2.62747, 0.72419], [4.70292, 2.22708, -0.00515], [5.55610, 3.16259, -0.47946], [4.95313, 0.89049, -0.26437], [4.07413, -0.05612, 0.21755], [0.79851, 2.47231, -1.59527], [0.88722, 0.99688, -2.55770], [-0.44468, 2.13813, -2.80976], [-1.26696, 1.65468, -0.48277], [-2.17600, 0.25283, -2.34949], [-0.76991, -0.82996, -2.19082], [-3.10810, 0.64390, 0.24629], [-4.09585, -0.34541, -0.87070], [-4.75578, -0.80953, 1.46417], [-3.05031, -1.12523, 1.90184], [-3.09050, -4.13916, -0.03020], [-2.05638, -3.10552, 1.00355], [-1.41134, -2.79229, -1.34224], [-3.09810, -2.40638, -1.79215], [1.12932, 0.15289, 2.98350], [0.50402, -1.35673, 2.28590], [1.86356, 1.99795, 1.77286], [3.43432, 3.67628, 0.91228], [5.82258, 0.60710, -0.83564], [4.23537, -1.10607, 0.03466]], "forces_ev_per_angstrom": [[-0.112, -0.201, 0.399], [-0.469, 0.203, -0.391], [0.210, 0.202, 0.366], [-0.025, -0.042, -0.126], [-0.101, -0.128, 0.273], [-0.005, 0.410, -0.065], [-0.163, -0.073, -0.029], [0.210, -0.123, -0.337], [-0.107, -0.166, 0.279], [0.194, -0.104, -0.329], [0.116, -0.113, 0.392], [-0.019, -0.019, 0.087], [-0.150, 0.096, 0.026], [0.040, -0.139, -0.037], [0.353, 0.184, -0.079], [-0.121, -0.338, 0.100], [0.322, 0.030, -0.194], [-0.140, -0.020, 0.072], [-0.020, -0.040, 0.017], [-0.004, 0.259, 0.016], [-0.301, -0.003, 0.183], [0.048, 0.082, -0.002], [0.088, -0.061, -0.102], [-0.063, 0.056, -0.102], [0.115, -0.127, -0.112], [0.055, -0.035, -0.018], [-0.020, 0.028, -0.051], [-0.034, 0.025, -0.007], [0.036, 0.016, 0.038], [0.083, 0.033, 0.016], [-0.068, 0.021, -0.034], [0.085, 0.041, 0.020], [-0.031, -0.038, -0.063], [-0.027, -0.017, -0.026], [0.056, -0.040, 0.011], [-0.069, -0.026, -0.179], [-0.004, 0.179, -0.002], [-0.080, 0.034, 0.073], [0.003, 0.105, 0.006], [0.094, -0.016, -0.059], [0.025, -0.134, -0.031]], "e_lumo_ev": 0.786, "smiles": "C[C@@H](CN1CCOCC1)OC(=O)COc1ccc(F)cc1", "homo_energy_ha": -0.31610}

=====

[3]
{"formula": "C15H20FNO7S", "method": "wB97M-V/def2-TZVPD", "symbols": ["C", "O", "C", "O", "C", "C", "C", "N", "C", "O", "C", "C", "C", "S", "C", "O", "O", "O", "C", "C", "F", "C", "C", "O", "C", "H", "H", "H", "H", "H", "H", "H", "H", "H", "H", "H", "H", "H", "H", "H", "H", "H", "H", "H", "H"], "xyz": [[-1.37976, -1.19320, 5.06287], [-0.80576, -0.47285, 3.96822], [0.32976, 0.19030, 4.26604], [0.79908, 0.20839, 5.37164], [0.89435, 0.85952, 3.05831], [0.49399, 0.43419, 1.79786], [1.02906, 0.97468, 0.63995], [0.63626, 0.56173, -0.65299], [0.58363, -0.75239, -1.04202], [0.73937, -1.68412, -0.28925], [0.19498, -0.94483, -2.51647], [-1.31264, -1.15521, -2.59808], [-1.76229, -1.33383, -4.03946], [-3.50405, -1.65521, -4.21403], [-4.28973, -0.15053, -3.69861], [-3.76970, -1.82288, -5.61842], [-3.87079, -2.68498, -3.27758], [0.81105, -2.06789, -3.07308], [2.22293, -1.97313, -3.11543], [1.95655, 1.98922, 0.78564], [2.46785, 2.54979, -0.32966], [2.36490, 2.46798, 2.01045], [1.84165, 1.89573, 3.16827], [2.17937, 2.31925, 4.39706], [3.19322, 3.30113, 4.51444], [-2.27063, -1.66936, 4.66538], [-0.68117, -1.94027, 5.43540], [-1.63657, -0.51425, 5.87390], [-0.23261, -0.35864, 1.71537], [0.68854, 1.25677, -1.37953], [0.48006, -0.04335, -3.08546], [-1.56798, -2.04337, -2.01894], [-1.80958, -0.29959, -2.13409], [-1.53954, -0.46831, -4.66681], [-1.29188, -2.20868, -4.49016], [-5.35561, -0.31652, -3.84371], [-4.08184, 0.03253, -2.64734], [-3.94906, 0.66774, -4.32895], [2.58495, -2.85848, -3.63109], [2.53778, -1.08128, -3.66989], [2.64898, -1.94630, -2.10944], [3.07767, 3.27715, 2.03814], [3.35519, 3.43081, 5.58005], [4.12150, 2.96992, 4.04359], [2.87853, 4.25261, 4.07792]], "forces_ev_per_angstrom": [[-0.011, -0.014, 0.001], [0.006, 0.002, -0.007], [-0.056, 0.038, -0.012], [0.041, -0.019, 0.024], [0.015, -0.007, -0.028], [0.059, -0.065, 0.003], [-0.099, 0.096, 0.006], [0.142, -0.002, -0.042], [-0.205, -0.019, 0.038], [0.055, -0.013, -0.009], [0.041, -0.013, -0.007], [-0.027, -0.005, 0.008], [-0.013, 0.004, 0.000], [-0.003, -0.006, 0.001], [0.027, -0.024, -0.004], [0.006, 0.003, 0.007], [0.007, 0.011, -0.002], [0.003, -0.007, -0.004], [0.004, -0.004, -0.002], [-0.027, -0.021, 0.018], [0.007, 0.008, -0.012], [0.003, 0.003, 0.025], [-0.016, 0.033, -0.013], [0.024, -0.043, 0.016], [-0.022, 0.027, 0.002], [0.001, 0.001, 0.000], [0.004, 0.001, 0.000], [0.001, 0.005, -0.002], [0.001, 0.002, 0.018], [0.023, 0.000, -0.003], [0.002, 0.015, -0.003], [0.005, -0.002, 0.001], [0.008, 0.009, -0.008], [0.003, 0.003, 0.004], [0.003, 0.000, 0.002], [-0.002, 0.001, 0.001], [-0.008, 0.008, -0.001], [-0.007, 0.007, 0.004], [-0.001, -0.001, 0.001], [-0.002, 0.003, -0.003], [-0.002, -0.001, 0.004], [0.004, -0.006, -0.014], [-0.003, 0.000, -0.001], [0.005, -0.007, 0.001], [0.002, -0.003, -0.006]], "e_lumo_ev": 0.294, "smiles": "COC(=O)c1cc(NC(=O)[C@H](CCS(C)(=O)=O)OC)c(F)cc1OC", "homo_energy_ha": -0.32255}

=====

[4]
{"formula": "C15H20N4O4", "method": "wB97M-V/def2-TZVPD", "symbols": ["N", "C", "C", "C", "C", "N", "C", "N", "C", "O", "O", "H", "H", "H", "H", "H", "H", "H", "H", "H", "N", "C", "C", "C", "C", "C", "C", "C", "C", "C", "O", "O", "H", "H", "H", "H", "H", "H", "H", "H", "H", "H", "H"], "xyz": [[2.54111, -0.31788, 1.93438], [1.32378, -0.58299, 1.19468], [0.42486, -1.56475, 1.96445], [-0.17481, -0.95972, 3.19775], [-1.47960, -0.61922, 3.42209], [-1.50656, -0.06838, 4.68230], [-0.23441, -0.09107, 5.15632], [0.59574, -0.61846, 4.29206], [0.48694, 0.62837, 0.78432], [-0.62297, 0.56773, 0.30684], [1.12342, 1.80384, 0.96302], [2.31295, -0.11708, 2.90670], [3.01668, 0.49538, 1.55414], [1.59244, -1.06324, 0.24176], [1.04015, -2.43045, 2.23231], [-0.37599, -1.90059, 1.30177], [-2.36209, -0.70427, 2.80372], [-2.31943, 0.27916, 5.16545], [0.02600, 0.28605, 6.13718], [0.51139, 2.48661, 0.63760], [-0.72886, 3.19276, -1.90704], [-0.02255, 1.91190, -2.02204], [-0.58583, 0.92013, -3.06537], [-0.59640, -0.52374, -2.60734], [-1.80714, -1.16184, -2.33310], [-1.83635, -2.48268, -1.89313], [-0.64786, -3.18323, -1.71976], [0.56524, -2.55514, -1.99092], [0.59349, -1.23633, -2.43197], [1.46825, 2.21931, -2.25671], [2.23657, 1.45505, -2.78691], [1.84732, 3.41104, -1.79245], [-0.97420, 3.54701, -2.82818], [-1.59622, 3.08230, -1.39093], [-0.06524, 1.44337, -1.03205], [-0.01091, 1.01444, -3.99329], [-1.61697, 1.22146, -3.28871], [-2.74136, -0.62087, -2.47188], [-2.78947, -2.96357, -1.68858], [-0.66629, -4.21458, -1.37636], [1.49906, -3.09510, -1.86021], [1.53806, -0.74239, -2.64322], [1.01808, 3.85165, -1.49870]], "forces_ev_per_angstrom": [[-0.065, 0.318, 0.047], [-0.017, -0.126, -0.073], [-0.093, -0.056, -0.008], [-0.007, -0.010, -0.139], [-0.002, -0.026, -0.079], [0.008, 0.022, 0.038], [0.023, 0.032, 0.107], [-0.212, 0.060, 0.064], [0.348, -0.369, 0.795], [-0.116, -0.336, 0.894], [-0.410, -0.105, -0.198], [0.071, -0.045, -0.105], [0.013, -0.180, 0.062], [-0.110, 0.104, 0.075], [-0.079, 0.135, -0.049], [0.077, 0.013, 0.047], [0.164, -0.005, 0.106], [0.146, -0.055, -0.064], [-0.036, -0.059, -0.156], [0.196, 0.061, 0.176], [-0.247, -0.022, 0.018], [0.522, 0.161, -0.426], [-0.026, 0.065, -0.033], [-0.042, -0.100, 0.016], [0.108, -0.062, -0.036], [0.051, 0.082, -0.022], [0.011, 0.028, 0.029], [-0.057, 0.028, 0.009], [-0.116, 0.017, -0.024], [-0.191, -0.433, -0.350], [-0.193, 0.316, 0.269], [0.040, 0.175, 0.151], [0.023, 0.042, 0.114], [0.101, -0.048, -0.048], [-0.166, 0.404, -1.126], [-0.055, -0.041, 0.092], [0.151, -0.059, 0.056], [0.132, -0.061, 0.036], [0.134, 0.063, -0.027], [0.009, 0.153, -0.057], [-0.111, 0.044, -0.019], [-0.117, -0.088, 0.014], [0.143, -0.039, -0.178]], "e_lumo_ev": 0.482, "smiles": "N[C@@H](Cc1c[nH]cn1)C(=O)O.N[C@@H](Cc1ccccc1)C(=O)O", "homo_energy_ha": -0.32861}